(1)
Here is 11 unconnected molecules or ions with the total composition C32H37F10NO30P2 in a non-equilibrium geometry from OMol25. Energies are from ωB97M-V/def2-TZVPD.

Geometry as XYZ:
```
112
Properties=species:S:1:pos:R:3
O -1.396 4.901 -0.201
C -1.493 5.515 -1.250
O -2.588 5.467 -2.069
C -2.360 6.410 -3.097
C -0.874 6.527 -3.104
F -0.490 7.772 -3.465
O -0.521 6.327 -1.754
H -2.858 7.351 -2.844
H -2.753 6.051 -4.052
H -0.368 5.785 -3.731
O 7.573 0.391 1.836
C 7.663 0.776 0.682
O 8.749 1.435 0.175
C 8.515 1.585 -1.211
C 7.030 1.497 -1.299
F 6.648 0.944 -2.472
O 6.690 0.610 -0.258
H 9.020 0.779 -1.753
H 8.897 2.544 -1.571
H 6.514 2.452 -1.152
O -4.550 -3.275 0.993
C -4.391 -2.506 1.927
O -4.084 -2.899 3.200
C -3.857 -1.716 3.940
C -4.614 -0.697 3.159
F -4.021 0.515 3.245
O -4.505 -1.152 1.830
H -2.782 -1.511 3.974
H -4.228 -1.816 4.963
H -5.671 -0.615 3.435
O -2.855 6.286 -5.940
C -1.763 6.242 -6.482
O -0.937 7.322 -6.634
C 0.268 6.828 -7.184
C -0.170 5.564 -7.841
F 0.817 4.641 -7.818
O -1.221 5.112 -7.018
H 0.992 6.659 -6.380
H 0.695 7.541 -7.896
H -0.535 5.694 -8.866
O -1.160 -3.223 3.637
C -1.092 -4.229 2.950
O -0.267 -4.365 1.868
C -0.390 -5.706 1.437
C -1.727 -6.095 1.970
F -1.758 -7.409 2.283
O -1.835 -5.352 3.163
H 0.425 -6.301 1.863
H -0.342 -5.774 0.347
H -2.563 -5.849 1.307
O 9.307 -0.824 -6.020
C 8.417 -1.401 -5.418
O 7.125 -1.491 -5.860
C 6.451 -2.341 -4.954
C 7.281 -2.222 -3.721
F 7.263 -3.375 -3.015
O 8.585 -2.027 -4.219
H 6.434 -3.360 -5.356
H 5.422 -2.008 -4.796
H 7.005 -1.383 -3.073
O 10.473 -4.204 4.218
C 10.573 -3.089 3.734
O 10.360 -1.929 4.427
C 10.703 -0.872 3.553
C 10.550 -1.501 2.210
F 11.427 -0.972 1.327
O 10.904 -2.847 2.434
H 11.730 -0.552 3.756
H 10.035 -0.017 3.690
H 9.535 -1.450 1.803
O -6.915 1.792 2.846
C -6.697 2.751 2.124
O -5.530 3.465 2.130
C -5.627 4.396 1.070
C -7.100 4.526 0.888
F -7.406 4.776 -0.405
O -7.588 3.246 1.220
H -5.124 3.992 0.185
H -5.155 5.345 1.339
H -7.568 5.277 1.534
O -4.277 -2.249 9.304
C -4.209 -3.255 8.618
O -3.383 -3.391 7.536
C -3.507 -4.731 7.105
C -4.844 -5.120 7.638
F -4.875 -6.435 7.951
O -4.952 -4.377 8.831
H -2.692 -5.326 7.531
H -3.458 -4.799 6.015
H -5.680 -4.875 6.974
O -6.177 -3.934 -4.446
C -6.658 -4.186 -3.354
O -7.711 -3.507 -2.805
C -8.044 -4.185 -1.610
C -6.771 -4.883 -1.270
F -7.017 -6.052 -0.636
O -6.208 -5.172 -2.529
H -8.869 -4.878 -1.803
H -8.352 -3.481 -0.832
H -6.071 -4.280 -0.683
C 3.264 1.963 0.053
C 1.844 2.106 0.095
P -0.092 2.054 -0.097
P -2.275 1.816 -0.438
N -2.487 0.186 -0.573
H 4.334 1.440 -0.015
H 0.074 1.007 -1.111
H -0.262 1.546 1.272
H -0.154 3.465 -0.383
H -3.056 2.353 0.675
H -2.612 2.499 -1.685
H -3.170 -0.057 0.177
```

* SMILES: O=C1OC[C@@H](F)O1.O=C1OC[C@@H](F)O1.O=C1OC[C@@H](F)O1.O=C1OC[C@@H](F)O1.O=C1OC[C@@H](F)O1.O=C1OC[C@@H](F)O1.O=C1OC[C@@H](F)O1.O=C1OC[C@@H](F)O1.O=C1OC[C@@H](F)O1.O=C1OC[C@@H](F)O1.C#C[PH3][PH2]=N
* HOMO energy: -7.78 eV
* HOMO-LUMO gap: 0.2860 Ha

---

(2)
Here is a molecular structure, C32H37GeMnN9O5STe in a non-equilibrium geometry from OMol25. Energies are from ωB97M-V/def2-TZVPD.

Geometry as XYZ:
```
87
Properties=species:S:1:pos:R:3
Mn -0.289 0.701 0.666
N -2.662 -1.853 -0.685
N -2.946 -2.031 0.677
C -2.107 -1.587 1.622
N -2.393 -1.729 2.913
N -0.923 -1.113 1.192
N -0.112 -0.447 2.008
O 1.143 -0.478 1.630
O -0.404 -0.091 3.156
H -3.347 -1.206 -1.092
H -2.705 -2.754 -1.164
H -3.861 -2.378 0.952
H -3.283 -2.077 3.230
H -1.796 -1.225 3.574
C -2.005 3.301 2.581
C -1.410 4.388 1.696
C -1.582 4.103 0.181
C -0.804 5.146 -0.654
C -0.930 4.856 -2.147
C -3.056 4.198 -0.173
O -3.698 5.201 -0.068
N -3.649 3.021 -0.629
C -3.072 1.793 -0.783
O -3.677 0.837 -1.230
N -1.737 1.682 -0.446
C -1.002 2.747 -0.074
O 0.213 2.495 0.118
H -1.775 3.517 3.620
H -1.584 2.306 2.358
H -3.087 3.253 2.476
H -0.341 4.483 1.895
H -1.897 5.338 1.915
H 0.245 5.112 -0.355
H -1.206 6.135 -0.430
H -0.598 3.842 -2.379
H -0.313 5.550 -2.712
H -1.958 4.978 -2.486
H -4.624 3.102 -0.910
Ge 1.909 -2.267 2.268
C 0.876 -3.547 1.159
C 1.117 -3.675 -0.205
C 0.388 -4.578 -0.959
C -0.572 -5.372 -0.349
C -0.794 -5.276 1.016
C -0.074 -4.362 1.767
C 3.799 -1.805 2.066
C 4.467 -1.385 3.211
C 5.794 -1.006 3.131
C 6.445 -1.035 1.909
C 5.783 -1.472 0.772
C 4.459 -1.869 0.844
H 1.373 -2.128 3.696
H 1.885 -3.075 -0.673
H 0.579 -4.683 -2.018
H -1.136 -6.083 -0.934
H -1.511 -5.925 1.497
H -0.226 -4.296 2.838
H 3.947 -1.361 4.161
H 6.320 -0.692 4.020
H 7.474 -0.715 1.843
H 6.301 -1.505 -0.173
H 3.944 -2.215 -0.042
C 4.660 -3.367 -3.296
C 3.353 -2.710 -3.523
C 2.653 -2.863 -4.730
C 1.408 -2.278 -4.823
N 0.910 -1.558 -3.823
C 1.671 -1.404 -2.749
S 0.994 -0.296 -1.564
N 2.839 -1.962 -2.548
H 5.399 -2.932 -3.970
H 4.576 -4.427 -3.532
H 5.006 -3.238 -2.275
H 3.063 -3.431 -5.547
H 0.786 -2.367 -5.700
Te -1.113 -0.201 -2.661
C -0.461 1.129 -4.218
C -1.133 1.060 -5.438
C -0.675 1.806 -6.509
C 0.427 2.634 -6.360
C 1.071 2.728 -5.135
C 0.632 1.978 -4.057
H -1.999 0.419 -5.532
H -1.182 1.740 -7.459
H 0.774 3.214 -7.201
H 1.916 3.388 -5.018
H 1.137 2.056 -3.101
```

* HOMO energy (alpha / beta): -13.64 / -13.54 eV
* spin multiplicity: 4
* ΔE to the lowest compared entry with this formula, charge and spin: 3.796 eV
* net charge: +2
* HOMO-LUMO gap (alpha / beta): 0.2853 / 0.2246 Ha

---

(3)
Here is a molecular structure, C32H37I2N7O2S2W from OMol25. Energies are from ωB97M-V/def2-TZVPD.

Geometry as XYZ:
```
83
Properties=species:S:1:pos:R:3
W 1.724 0.266 1.826
N 2.980 -1.351 0.898
C 4.391 -1.243 1.305
C 4.444 -1.099 2.822
N 3.372 -0.190 3.346
C 2.751 -0.771 4.571
C 1.844 -1.911 4.157
N 0.894 -1.385 3.152
C 3.918 1.162 3.658
C 4.428 1.816 2.392
N 3.342 1.777 1.364
H 2.602 -2.270 1.117
H 2.882 -1.232 -0.120
H 4.813 -0.380 0.792
H 4.975 -2.109 0.993
H 5.422 -0.746 3.154
H 4.299 -2.079 3.273
H 2.159 0.015 5.039
H 3.523 -1.094 5.272
H 1.326 -2.329 5.021
H 2.406 -2.725 3.698
H 0.173 -0.848 3.632
H 0.422 -2.126 2.643
H 4.691 1.100 4.428
H 3.093 1.747 4.067
H 5.304 1.308 1.994
H 4.724 2.844 2.596
H 3.723 1.614 0.430
H 2.898 2.691 1.309
I -0.935 1.660 6.055
C -1.071 2.427 4.133
C -2.074 3.363 3.794
C -2.160 3.902 2.536
I -3.647 5.300 2.131
C -1.242 3.496 1.525
C -1.166 4.005 0.212
C -0.202 3.540 -0.645
C 0.662 2.519 -0.233
N 0.604 1.998 0.982
C -0.295 2.517 1.871
C -0.169 2.025 3.184
O 0.860 1.200 3.397
H -2.779 3.663 4.556
H -1.862 4.772 -0.103
H -0.108 3.930 -1.649
H 1.397 2.090 -0.904
N 2.191 1.002 -4.170
C 1.909 0.514 -2.966
S 3.138 0.361 -1.794
N 0.659 0.145 -2.665
C -0.516 0.285 -3.464
C -1.663 0.786 -2.861
C -2.841 0.863 -3.586
C -2.873 0.457 -4.912
C -1.729 -0.056 -5.504
C -0.549 -0.162 -4.779
H 3.136 1.291 -4.358
H 1.477 1.163 -4.863
H 0.530 -0.156 -1.705
H -1.637 1.085 -1.819
H -3.740 1.234 -3.111
H -3.793 0.522 -5.477
H -1.756 -0.404 -6.528
H 0.314 -0.645 -5.221
C -6.779 -3.336 -4.620
C -5.549 -2.940 -3.858
O -4.862 -1.986 -4.095
S -5.217 -4.076 -2.493
C -3.836 -3.276 -1.738
C -3.893 -2.964 -0.383
C -2.822 -2.343 0.234
C -1.686 -2.006 -0.506
C -1.629 -2.342 -1.861
C -2.690 -2.980 -2.470
C -0.608 -1.301 0.118
C 0.280 -0.666 0.664
H -6.812 -2.786 -5.557
H -7.659 -3.092 -4.023
H -6.790 -4.410 -4.808
H -4.785 -3.196 0.183
H -2.881 -2.085 1.283
H -0.745 -2.117 -2.440
H -2.634 -3.243 -3.516
```

* HOMO energy (alpha / beta): -12.44 / -12.62 eV
* spin multiplicity: 3
* net charge: +2
* HOMO-LUMO gap (alpha / beta): 0.2583 / 0.2417 Ha

---

(4)
Here is a molecular structure, C32H37MnNOP2S2 from OMol25. Energies are from ωB97M-V/def2-TZVPD.

Geometry as XYZ:
```
76
Properties=species:S:1:pos:R:3
Mn 1.025 -1.416 0.817
C 4.655 -3.985 2.345
C 3.473 -3.421 1.581
S 2.603 -2.090 2.349
C 3.079 -3.911 0.400
C 3.775 -5.054 -0.295
S 1.689 -3.223 -0.454
H 4.746 -3.491 3.312
H 5.597 -3.837 1.807
H 4.549 -5.059 2.525
H 4.375 -5.651 0.395
H 4.440 -4.694 -1.088
H 3.046 -5.713 -0.773
C 0.309 0.922 -2.393
N -0.457 0.916 -1.124
P -0.705 -0.694 -0.495
C -2.351 -0.575 0.318
C -3.205 0.509 0.175
C -4.471 0.492 0.752
C -4.893 -0.615 1.473
C -4.039 -1.702 1.625
C -2.775 -1.680 1.057
C -1.380 -1.468 -2.056
C -1.058 -2.778 -2.387
C -1.648 -3.395 -3.489
C -2.563 -2.711 -4.270
C -2.899 -1.399 -3.944
C -2.316 -0.791 -2.845
P 0.349 2.036 -0.032
C -0.430 3.588 -0.650
C 0.055 4.795 -0.144
C -0.487 6.006 -0.547
C -1.512 6.031 -1.486
C -1.986 4.839 -2.015
C -1.448 3.626 -1.597
C -0.383 1.887 1.615
C -1.502 2.590 1.983
C -1.922 2.680 3.320
C -1.126 2.117 4.348
C -0.007 1.416 4.030
C 0.362 1.063 2.631
H -0.332 0.663 -3.234
H 1.153 0.223 -2.378
H 0.700 1.925 -2.572
H -2.873 1.376 -0.383
H -5.124 1.349 0.640
H -5.877 -0.627 1.925
H -4.355 -2.565 2.199
H -2.102 -2.520 1.195
H -0.342 -3.326 -1.788
H -1.381 -4.417 -3.732
H -3.020 -3.192 -5.127
H -3.621 -0.856 -4.542
H -2.595 0.225 -2.584
H 0.862 4.778 0.582
H -0.106 6.933 -0.135
H -1.934 6.975 -1.807
H -2.777 4.850 -2.754
H -1.810 2.692 -2.013
H -2.062 3.134 1.229
H -2.821 3.230 3.566
H -1.413 2.255 5.384
H 0.611 0.987 4.810
H 1.442 1.185 2.489
C 0.065 -0.474 2.476
H 0.471 -0.962 3.366
H -1.023 -0.586 2.540
C 5.013 0.438 -0.725
C 3.855 -0.538 -0.757
O 2.710 0.005 -0.103
H 5.897 -0.008 -1.187
H 5.255 0.705 0.306
H 4.776 1.357 -1.271
H 4.088 -1.449 -0.209
H 3.602 -0.829 -1.779
H 2.501 0.904 -0.400
```

* HOMO energy (alpha / beta): -3.05 / -3.20 eV
* spin multiplicity: 5
* net charge: -1
* HOMO-LUMO gap (alpha / beta): 0.2047 / 0.1913 Ha

---

(5)
Here is a molecular structure, C32H37N10O2S2Tc in a non-equilibrium geometry from OMol25. Energies are from ωB97M-V/def2-TZVPD.

Geometry as XYZ:
```
84
Properties=species:S:1:pos:R:3
Tc -0.411 -0.307 -0.472
S -1.049 -4.276 0.571
C -1.808 -3.879 2.044
C -2.494 -2.716 1.964
C -2.429 -2.135 0.664
C -1.663 -2.870 -0.221
C -1.331 -2.775 -1.664
C -1.645 -3.806 -2.538
C -1.176 -3.757 -3.843
C -0.405 -2.673 -4.241
C -0.146 -1.677 -3.322
N -0.587 -1.731 -2.059
H -1.730 -4.542 2.895
H -3.075 -2.292 2.773
H -2.247 -4.636 -2.196
H -1.399 -4.558 -4.537
H -0.013 -2.598 -5.245
H 0.430 -0.805 -3.601
C 1.584 2.306 4.129
C 0.224 2.222 4.404
C -0.637 1.602 3.519
C -0.149 1.061 2.321
C 1.226 1.123 2.066
C 2.079 1.747 2.958
N -1.022 0.472 1.371
N -2.290 0.678 1.615
C -3.349 0.102 1.059
C -4.581 0.789 1.195
C -5.690 0.400 0.501
C -5.625 -0.734 -0.336
C -4.490 -1.472 -0.343
N -3.370 -1.098 0.357
H 2.250 2.806 4.820
H -0.171 2.651 5.316
H -1.691 1.533 3.741
H 1.630 0.701 1.154
H 3.137 1.806 2.734
H -4.585 1.653 1.845
H -6.617 0.951 0.599
H -6.478 -1.051 -0.919
H -4.414 -2.409 -0.876
N -2.539 2.177 -3.933
C -2.346 2.180 -2.623
N -2.248 3.335 -1.982
S -2.337 0.660 -1.800
H -2.758 3.018 -4.449
H -2.668 1.299 -4.406
H -2.413 4.215 -2.449
H -2.216 3.349 -0.978
C 3.120 -3.161 2.848
N 2.055 -2.272 2.383
C 0.911 -2.177 3.274
C 2.024 -1.743 1.153
O 0.904 -1.568 0.546
N 3.187 -1.403 0.578
C 4.384 -1.035 1.335
C 3.297 -1.232 -0.860
H 2.670 -4.109 3.146
H 3.638 -2.744 3.712
H 3.834 -3.365 2.058
H 1.239 -1.779 4.236
H 0.474 -3.159 3.448
H 0.162 -1.514 2.856
H 4.136 -0.838 2.374
H 4.792 -0.121 0.899
H 5.156 -1.802 1.281
H 2.460 -1.716 -1.357
H 4.223 -1.696 -1.200
H 3.334 -0.174 -1.125
N 3.225 5.237 -3.372
C 2.942 4.896 -2.099
O 3.348 5.460 -1.110
C 2.075 3.672 -1.885
C 2.312 2.443 -2.488
C 1.596 1.338 -2.074
N 0.657 1.387 -1.117
C 0.417 2.585 -0.547
C 1.102 3.726 -0.892
H 3.806 6.048 -3.519
H 2.796 4.807 -4.170
H 3.081 2.327 -3.242
H 1.789 0.373 -2.521
H -0.328 2.615 0.236
H 0.916 4.654 -0.365
```

* HOMO energy (alpha / beta): -15.37 / -15.47 eV
* spin multiplicity: 2
* net charge: +3
* HOMO-LUMO gap (alpha / beta): 0.2055 / 0.2068 Ha

---

| no. | DFT total energy (eV) |
| --- | --- |
| 1 | -142443.585 |
| 2 | -163379.595 |
| 3 | -87997.133 |
| 4 | -108890.803 |
| 5 | -76626.244 |